Entry from the OMol25 dataset: a molecular structure, C6H7IrLiO6 at a distorted geometry (the ωB97M-V functional and the def2-TZVPD basis).

Structure (XYZ):
```
21
Properties=species:S:1:pos:R:3
Ir -1.428 -3.308 -3.516
O 3.342 1.778 2.589
O 1.417 1.403 1.710
O 2.325 -0.185 3.026
O -0.811 -2.361 -2.035
O -1.477 -1.430 -3.892
O -0.768 -0.101 -2.263
C 0.534 0.473 1.087
C 2.349 0.903 2.505
C -0.140 1.187 -0.070
C -0.984 0.126 -0.922
C -2.210 0.204 -0.374
C -1.010 -1.313 -2.742
Li -0.479 -2.387 -0.168
H -0.650 2.091 0.289
H -0.205 0.117 1.818
H 0.612 1.562 -0.781
H -2.432 0.285 0.691
H 3.961 1.501 3.276
H -3.047 -0.135 -0.990
H 1.100 -0.410 0.762
```

Calculated values
Net charge: +3
DFT total energy: -794.68506 a.u.
Maximum force: 11.02 eV/Å
Spin multiplicity: 5

Löwdin atomic charge list, values in e, 5 entries: atom 1 (Ir): 1.6235, atom 2 (O): 0.3405, atom 3 (O): 0.1682, atom 4 (O): 0.4947, atom 5 (O): -0.2311